(1)
{"formula": "C22H65AsF6O10", "method": "ωB97M-V with the def2-TZVPD basis set", "molar_mass_g_mol": 678.662, "homo_ev": -9.5, "relative_energy_kj_mol": 50.2, "lumo_energy_ev": -0.549, "max_force_ev_per_a": 2.48, "orbital_gap_ev": 8.99, "symbols": ["O", "H", "H", "H", "As", "F", "F", "F", "F", "F", "F", "C", "C", "O", "H", "H", "H", "H", "H", "H", "C", "C", "O", "H", "H", "H", "H", "H", "H", "C", "C", "O", "H", "H", "H", "H", "H", "H", "C", "C", "O", "H", "H", "H", "H", "H", "H", "C", "C", "O", "H", "H", "H", "H", "H", "H", "C", "C", "C", "O", "H", "H", "H", "H", "H", "H", "H", "H", "C", "C", "C", "O", "H", "H", "H", "H", "H", "H", "H", "H", "C", "C", "C", "O", "H", "H", "H", "H", "H", "H", "H", "H", "C", "C", "C", "O", "H", "H", "H", "H", "H", "H", "H", "H"], "positions_angstrom": [[2.691, 19.129, -13.135], [2.541, 18.671, -14.024], [3.512, 18.777, -12.747], [1.892, 18.956, -12.536], [-0.190, 16.293, -14.276], [0.557, 14.916, -13.505], [-1.099, 16.770, -12.868], [-0.786, 17.788, -15.038], [0.750, 16.102, -15.749], [-1.521, 15.388, -14.861], [1.154, 17.227, -13.629], [-2.384, 16.082, -17.737], [-3.243, 16.867, -18.711], [-3.084, 16.459, -20.063], [-2.689, 15.055, -17.563], [-2.398, 16.686, -16.829], [-1.353, 16.165, -18.093], [-3.028, 17.922, -18.510], [-4.299, 16.791, -18.426], [-3.361, 17.181, -20.633], [-2.558, 19.831, -12.135], [-3.308, 19.878, -13.466], [-3.154, 18.676, -14.194], [-2.717, 20.747, -11.562], [-1.484, 19.708, -12.292], [-2.897, 18.982, -11.540], [-3.023, 20.758, -14.053], [-4.373, 19.990, -13.249], [-2.210, 18.525, -14.393], [2.553, 10.805, -13.722], [1.785, 12.117, -13.517], [1.869, 12.840, -14.734], [3.602, 10.982, -13.478], [2.538, 10.521, -14.772], [2.127, 10.024, -13.097], [2.134, 12.724, -12.674], [0.742, 11.900, -13.248], [1.341, 13.647, -14.656], [1.581, 14.738, -19.352], [1.466, 16.109, -19.987], [2.150, 16.168, -21.242], [1.369, 14.787, -18.278], [2.548, 14.247, -19.438], [0.757, 14.133, -19.743], [2.028, 16.780, -19.311], [0.456, 16.497, -20.069], [3.061, 15.916, -21.078], [-1.773, 14.153, -8.819], [-2.389, 14.546, -10.152], [-2.039, 13.543, -11.081], [-2.229, 13.279, -8.351], [-1.779, 14.967, -8.093], [-0.729, 13.861, -8.974], [-2.036, 15.538, -10.451], [-3.477, 14.601, -10.034], [-2.280, 13.827, -11.970], [5.441, 18.044, -15.500], [4.264, 17.538, -16.331], [4.400, 16.044, -16.684], [3.097, 17.629, -15.505], [5.129, 18.079, -14.457], [5.719, 19.063, -15.790], [6.387, 17.522, -15.641], [4.152, 18.118, -17.251], [3.449, 15.689, -17.088], [4.715, 15.493, -15.801], [5.124, 15.883, -17.487], [2.457, 16.971, -15.809], [0.684, 16.978, -9.727], [0.678, 18.476, -9.935], [1.814, 19.132, -9.181], [0.808, 18.696, -11.356], [1.672, 16.507, -9.698], [0.125, 16.375, -10.446], [0.333, 16.755, -8.713], [-0.273, 18.904, -9.606], [2.769, 18.645, -9.422], [1.699, 19.120, -8.103], [2.033, 20.118, -9.604], [0.202, 18.057, -11.767], [-1.693, 10.672, -15.429], [-0.986, 11.465, -16.543], [-0.911, 10.770, -17.877], [-1.568, 12.772, -16.707], [-2.486, 9.999, -15.763], [-2.221, 11.364, -14.768], [-0.997, 10.119, -14.797], [0.018, 11.686, -16.172], [-1.854, 10.333, -18.204], [-0.066, 10.076, -17.890], [-0.633, 11.450, -18.688], [-0.991, 13.433, -16.322], [-5.655, 15.704, -13.993], [-5.573, 16.375, -12.626], [-6.121, 15.536, -11.473], [-4.196, 16.587, -12.307], [-5.388, 16.371, -14.810], [-6.726, 15.462, -14.068], [-5.116, 14.761, -14.040], [-6.176, 17.291, -12.569], [-7.136, 15.173, -11.635], [-6.128, 16.153, -10.572], [-5.437, 14.710, -11.264], [-3.849, 17.312, -12.851]], "forces_ev_per_a": [[0.22, 0.19, -0.84], [0.37, -0.23, 0.04], [-0.32, -0.05, -0.03], [-0.18, -0.21, 0.90], [-0.26, 0.97, -0.37], [-0.66, 0.46, -0.35], [0.37, -0.35, 0.17], [0.36, -0.53, 0.21], [-0.17, -0.64, 0.39], [0.53, -0.08, 0.08], [-0.06, 0.04, -0.01], [0.21, 0.93, -0.54], [-0.75, 0.06, 0.72], [0.37, 0.14, 0.13], [0.08, -0.03, -0.03], [-0.15, -0.43, 0.31], [0.05, -0.45, 0.03], [0.34, 0.13, -0.65], [-0.10, -0.29, -0.02], [-0.05, -0.04, -0.01], [0.07, 0.02, -0.15], [-0.04, 0.08, 0.56], [0.06, 0.03, -0.04], [0.00, 0.00, -0.02], [0.00, 0.10, -0.05], [-0.08, 0.00, 0.00], [0.16, -0.08, -0.06], [-0.03, -0.10, -0.14], [-0.57, 0.06, 0.08], [0.20, 0.91, 0.39], [-0.54, -0.41, -0.05], [-0.08, 0.30, -0.27], [0.02, -0.30, 0.12], [-0.33, -0.07, -0.02], [0.21, -0.13, -0.02], [0.41, -0.16, -0.09], [-0.04, -0.03, -0.33], [0.26, -0.26, 0.14], [-1.66, -0.29, 0.43], [2.28, 0.39, 0.89], [-0.76, 0.06, -0.30], [0.02, 0.20, -0.02], [0.04, 0.13, -0.40], [0.48, -0.46, -0.14], [-0.43, 0.28, -0.05], [-0.07, -0.27, -0.33], [0.04, -0.05, -0.01], [0.56, -0.18, 0.10], [-0.27, -0.07, 0.77], [0.15, -0.12, -0.39], [-0.30, 0.07, -0.18], [-0.16, 0.07, -0.07], [0.04, 0.18, -0.08], [-0.01, -0.08, -0.15], [0.05, 0.14, -0.14], [-0.08, 0.08, 0.09], [0.17, 1.08, -0.56], [0.43, -1.37, 0.10], [0.24, 0.72, -0.46], [-0.09, 0.77, 0.21], [0.34, -0.29, 0.11], [-0.33, 0.10, 0.15], [-0.30, -0.55, 0.18], [-0.18, 0.10, 0.14], [-0.04, -0.22, 0.24], [-0.21, -0.20, -0.03], [0.15, 0.09, 0.16], [-0.26, 0.16, 0.17], [0.17, -0.98, 1.20], [0.30, -0.73, 0.07], [1.12, 0.27, -1.31], [0.08, 0.34, -0.41], [0.27, 0.55, -0.39], [-0.38, 0.37, 0.05], [-0.41, 0.00, -0.19], [-0.02, -0.01, -0.16], [-0.24, -0.52, 0.22], [-0.21, 0.22, 0.00], [-0.64, 0.34, 0.59], [0.06, 0.15, -0.16], [-0.53, 0.32, 0.13], [0.42, 0.77, 0.79], [0.54, 0.20, -0.79], [-0.70, -0.26, -0.30], [0.23, -0.12, -0.33], [0.25, 0.17, -0.01], [0.09, -0.14, -0.19], [0.20, -0.44, -0.18], [0.06, -0.34, 0.27], [-0.46, -0.54, 0.20], [-0.10, 0.39, 0.31], [0.03, 0.00, 0.13], [-1.61, 0.12, 0.65], [0.61, -0.65, 0.32], [0.39, -0.01, 0.10], [-0.12, 0.61, 0.38], [0.20, -0.02, 0.01], [0.14, -0.09, -0.58], [0.28, 0.11, 0.09], [0.36, 0.27, -0.54], [0.05, -0.06, -0.16], [-0.03, 0.02, 0.00], [-0.19, -0.17, -0.16], [0.04, -0.19, -0.27]]}


(2)
{"formula": "C22H66N21O43S", "method": "ωB97M-V with the def2-TZVPD basis set", "molar_mass_g_mol": 1344.941, "homo_ev": -4.9, "lumo_energy_ev": 0.393, "max_force_ev_per_a": 1.99, "total_charge": -1, "orbital_gap_ev": 5.33, "symbols": ["N", "C", "C", "S", "O", "O", "O", "H", "H", "H", "H", "H", "H", "C", "N", "O", "O", "H", "H", "H", "C", "N", "O", "O", "H", "H", "H", "C", "N", "O", "O", "H", "H", "H", "C", "N", "O", "O", "H", "H", "H", "C", "N", "O", "O", "H", "H", "H", "C", "N", "O", "O", "H", "H", "H", "C", "N", "O", "O", "H", "H", "H", "C", "N", "O", "O", "H", "H", "H", "C", "N", "O", "O", "H", "H", "H", "C", "N", "O", "O", "H", "H", "H", "C", "N", "O", "O", "H", "H", "H", "C", "N", "O", "O", "H", "H", "H", "C", "N", "O", "O", "H", "H", "H", "C", "N", "O", "O", "H", "H", "H", "C", "N", "O", "O", "H", "H", "H", "C", "N", "O", "O", "H", "H", "H", "C", "N", "O", "O", "H", "H", "H", "C", "N", "O", "O", "H", "H", "H", "C", "N", "O", "O", "H", "H", "H", "C", "N", "O", "O", "H", "H", "H"], "positions_angstrom": [[-5.335, 3.559, -4.730], [-6.357, 4.184, -3.875], [-7.669, 4.428, -4.613], [-8.918, 3.152, -4.369], [-10.177, 3.900, -4.255], [-8.605, 2.478, -3.111], [-8.962, 2.299, -5.539], [-4.474, 3.516, -4.195], [-5.621, 2.624, -4.997], [-6.499, 3.648, -2.932], [-5.954, 5.167, -3.606], [-8.092, 5.358, -4.235], [-7.461, 4.591, -5.669], [-1.661, 1.708, -1.669], [-2.772, 2.650, -1.973], [-3.528, 2.955, -1.072], [-2.862, 3.057, -3.114], [-1.715, 1.436, -0.615], [-1.790, 0.841, -2.308], [-0.734, 2.217, -1.892], [2.413, -0.948, -1.843], [1.094, -0.262, -1.828], [0.148, -0.867, -1.358], [1.039, 0.857, -2.292], [2.290, -1.931, -1.405], [2.741, -1.023, -2.875], [3.103, -0.344, -1.261], [5.568, -3.495, -4.865], [4.539, -2.855, -4.010], [3.814, -3.552, -3.326], [4.480, -1.641, -4.045], [5.507, -4.567, -4.738], [5.361, -3.213, -5.896], [6.536, -3.112, -4.539], [1.900, -7.305, -4.214], [3.321, -7.059, -3.849], [3.873, -6.102, -4.340], [3.835, -7.834, -3.064], [1.587, -6.535, -4.908], [1.847, -8.290, -4.669], [1.318, -7.268, -3.298], [10.264, -3.238, -3.259], [8.853, -2.822, -3.482], [8.505, -2.562, -4.621], [8.129, -2.770, -2.512], [10.775, -3.233, -4.212], [10.711, -2.525, -2.576], [10.245, -4.236, -2.830], [-4.620, 5.518, 0.799], [-4.505, 6.998, 0.875], [-3.883, 7.471, 1.810], [-5.037, 7.654, 0.004], [-4.097, 5.092, 1.646], [-5.677, 5.273, 0.832], [-4.175, 5.193, -0.137], [10.157, 0.648, -6.120], [11.285, -0.102, -5.502], [12.391, 0.037, -5.976], [11.010, -0.811, -4.555], [10.545, 1.232, -6.946], [9.430, -0.083, -6.462], [9.732, 1.287, -5.353], [-6.425, 10.629, 0.063], [-7.504, 11.629, -0.164], [-8.248, 11.879, 0.765], [-7.569, 12.129, -1.265], [-6.490, 10.274, 1.084], [-6.575, 9.817, -0.641], [-5.476, 11.127, -0.112], [-2.821, 10.245, 3.624], [-2.653, 11.003, 2.354], [-3.638, 11.526, 1.876], [-1.538, 11.040, 1.881], [-3.862, 10.298, 3.921], [-2.523, 9.219, 3.431], [-2.177, 10.708, 4.366], [-1.617, -0.976, 2.038], [-1.466, 0.505, 2.088], [-0.796, 0.981, 2.987], [-2.019, 1.152, 1.224], [-1.068, -1.402, 2.866], [-2.680, -1.187, 2.117], [-1.222, -1.305, 1.089], [5.425, -7.299, -0.262], [6.063, -7.216, 1.078], [5.385, -7.491, 2.043], [7.228, -6.871, 1.109], [4.397, -7.615, -0.136], [5.477, -6.310, -0.708], [5.984, -8.019, -0.851], [-11.422, 1.266, -3.209], [-12.797, 0.731, -2.983], [-13.541, 0.625, -3.938], [-13.099, 0.427, -1.842], [-11.299, 1.491, -4.260], [-11.313, 2.164, -2.612], [-10.722, 0.501, -2.891], [-1.143, 2.245, 6.003], [-2.209, 2.442, 7.023], [-3.317, 2.746, 6.639], [-1.892, 2.280, 8.187], [-1.563, 2.420, 5.020], [-0.352, 2.957, 6.221], [-0.786, 1.225, 6.097], [-7.717, 8.053, 3.421], [-6.692, 6.979, 3.549], [-6.915, 5.922, 2.992], [-5.704, 7.237, 4.201], [-8.534, 7.679, 2.815], [-8.053, 8.301, 4.423], [-7.238, 8.905, 2.949], [-4.308, 3.048, 9.948], [-5.290, 3.692, 10.864], [-5.935, 2.974, 11.602], [-5.379, 4.901, 10.813], [-4.341, 1.978, 10.109], [-4.590, 3.297, 8.930], [-3.328, 3.447, 10.185], [2.799, -8.117, 4.480], [1.447, -7.568, 4.185], [1.106, -7.482, 3.023], [0.772, -7.240, 5.140], [3.286, -8.365, 3.545], [3.352, -7.352, 5.011], [2.665, -9.001, 5.096], [10.215, -6.487, 2.265], [11.201, -5.733, 1.443], [11.516, -4.621, 1.810], [11.625, -6.290, 0.450], [9.927, -5.872, 3.110], [9.361, -6.701, 1.634], [10.697, -7.402, 2.596], [-1.294, -5.425, 0.694], [-1.158, -3.942, 0.675], [-0.508, -3.424, 1.566], [-1.705, -3.353, -0.229], [-0.756, -5.811, 1.553], [-2.354, -5.653, 0.760], [-0.873, -5.800, -0.234], [6.621, -3.597, -9.437], [5.594, -2.960, -8.568], [4.882, -3.692, -7.905], [5.540, -1.752, -8.579], [6.550, -4.672, -9.321], [6.413, -3.298, -10.459], [7.591, -3.232, -9.114], [3.371, -8.101, 8.452], [4.411, -7.375, 7.672], [4.733, -6.272, 8.051], [4.865, -7.945, 6.697], [3.064, -7.474, 9.280], [2.539, -8.297, 7.781], [3.816, -9.027, 8.803]], "forces_ev_per_a": [[-0.14, 0.26, 0.05], [0.56, 0.31, -0.23], [0.53, 0.13, 0.44], [-1.83, 0.68, 0.40], [0.20, 0.35, 0.07], [0.55, -0.20, -0.13], [0.85, -0.63, -0.49], [-0.22, -0.28, -0.27], [0.04, -0.05, 0.13], [-0.34, -0.05, -0.10], [0.02, -0.02, -0.02], [-0.32, -0.18, 0.08], [-0.15, -0.28, -0.06], [-0.25, 0.03, 0.34], [-0.10, -0.07, 0.04], [0.03, 0.10, 0.05], [0.33, -0.02, 0.15], [-0.05, 0.14, -0.61], [0.07, 0.07, -0.11], [-0.03, 0.04, -0.20], [-0.08, -0.11, 0.04], [0.05, -0.12, 0.09], [-0.02, 0.06, 0.03], [0.27, -0.15, 0.00], [-0.05, 0.01, -0.01], [0.00, 0.13, 0.12], [0.01, 0.09, -0.10], [0.20, -0.15, 0.11], [-0.10, 0.10, 0.02], [0.15, 0.10, 0.01], [0.12, -0.07, -0.13], [-0.12, -0.04, 0.05], [-0.02, 0.10, 0.25], [-0.34, 0.06, -0.15], [-0.10, 0.09, -0.13], [-0.01, 0.13, -0.01], [0.01, -0.26, -0.14], [-0.01, -0.09, 0.11], [0.06, 0.03, 0.02], [0.00, -0.04, 0.10], [0.03, -0.09, 0.02], [0.09, -0.20, -0.11], [0.19, 0.06, -0.08], [0.19, -0.02, 0.09], [-0.06, 0.00, -0.04], [-0.03, 0.05, -0.02], [-0.04, -0.04, 0.06], [-0.07, 0.06, 0.13], [0.10, -0.21, -0.02], [0.11, 0.00, 0.12], [0.01, 0.09, -0.05], [-0.07, 0.00, 0.04], [-0.01, 0.08, 0.04], [-0.01, 0.01, -0.12], [-0.12, 0.04, -0.07], [0.01, 0.11, -0.16], [-0.09, 0.10, -0.07], [-0.01, -0.06, 0.04], [0.15, 0.10, 0.01], [0.06, -0.02, 0.02], [-0.05, -0.01, 0.13], [-0.06, -0.09, 0.04], [0.05, -0.11, 0.01], [0.03, -0.06, 0.11], [-0.02, 0.02, -0.04], [-0.02, 0.03, 0.03], [-0.02, 0.07, 0.01], [0.06, 0.05, -0.07], [0.01, -0.04, -0.07], [-0.12, -0.06, 0.09], [-0.06, -0.14, 0.04], [0.00, 0.06, -0.06], [-0.01, 0.06, 0.00], [-0.01, 0.00, -0.06], [0.03, 0.02, -0.02], [0.08, -0.03, -0.05], [-0.10, 0.39, 0.21], [-0.09, -0.01, 0.10], [0.01, 0.02, 0.02], [-0.01, -0.12, 0.57], [0.06, 0.08, 0.01], [0.00, 0.01, -0.13], [-0.06, 0.07, -0.15], [-0.21, -0.02, -0.11], [-0.15, 0.00, -0.19], [0.11, 0.00, 0.15], [-0.08, -0.04, 0.10], [0.01, 0.00, 0.06], [0.10, -0.03, -0.05], [0.07, 0.08, -0.03], [-0.08, -0.10, -0.17], [0.17, 0.04, -0.04], [-0.06, -0.05, 0.06], [-0.06, -0.02, -0.03], [-0.06, 0.05, 0.00], [0.07, -0.02, 0.02], [0.01, 0.06, 0.13], [-0.05, 0.06, -0.23], [0.06, 0.00, -0.07], [-0.01, -0.01, 0.07], [-0.01, -0.01, 0.00], [-0.05, -0.01, 0.03], [0.03, -0.07, 0.09], [0.05, 0.03, 0.07], [-0.16, -0.03, -0.11], [-0.12, 0.05, -0.02], [0.13, 0.03, 0.04], [-0.02, -0.04, 0.06], [0.04, -0.05, -0.01], [0.09, 0.06, 0.01], [0.03, 0.03, 0.10], [-0.05, -0.14, 0.02], [0.03, -0.08, -0.02], [-0.01, 0.05, 0.01], [-0.01, 0.00, 0.03], [-0.03, 0.01, 0.03], [0.08, 0.09, 0.00], [-0.02, 0.09, -0.08], [0.06, -0.06, -0.30], [0.06, -0.05, 0.05], [-0.08, 0.05, -0.01], [0.00, -0.01, -0.05], [-0.03, 0.05, -0.03], [-0.02, -0.01, 0.05], [-0.01, 0.07, 0.10], [-0.04, 0.07, 0.15], [-0.02, -0.01, 0.08], [0.02, -0.01, -0.06], [-0.01, 0.03, -0.01], [0.05, 0.06, -0.03], [0.06, -0.08, -0.01], [0.00, -0.03, -0.11], [0.09, -0.12, 0.21], [0.08, -0.26, 0.10], [0.05, -0.36, -0.20], [0.02, 0.08, 0.01], [0.03, 0.04, 0.02], [-0.01, 0.03, -0.12], [-0.10, 0.03, -0.06], [0.02, -0.20, -0.03], [-0.02, -0.05, -0.08], [0.02, 0.03, -0.17], [0.01, -0.01, 0.05], [-0.05, 0.01, 0.04], [0.05, 0.09, 0.02], [-0.02, 0.09, -0.05], [-0.09, 0.04, 0.13], [0.03, 0.04, 0.08], [0.02, -0.02, -0.05], [0.02, -0.01, 0.12], [0.04, 0.05, -0.03], [0.04, -0.05, -0.03], [-0.01, -0.04, -0.10]]}